No. 1
113
Properties=species:S:1:pos:R:3 method="wB97M-V/def2-TZVPD" orbital_gap_ev=4.97 e_lumo_ev=4.0523 homo_energy_ev=-0.92 charge=-2 e_above_lowest_kcal_mol=3.9
H -1.304 -1.830 -6.837
Si 3.285 2.164 1.072
H -0.098 4.556 3.901
H 0.796 3.688 -3.615
H -4.314 0.976 -3.056
H -1.398 -0.047 3.263
H -0.068 6.041 0.009
C 0.591 5.164 0.037
C -0.844 -5.562 -1.257
C -2.238 0.532 -3.443
As 0.915 1.901 1.231
H -0.666 -5.921 -2.271
N -1.928 -3.702 -2.367
C 4.007 3.053 2.589
H -6.690 1.582 2.411
C -1.817 3.855 1.294
H -1.745 -3.847 2.677
C -0.489 -2.048 -6.158
C -5.116 1.619 0.943
N 0.287 -2.232 -3.897
H 1.600 -1.092 2.640
C -1.874 -4.468 -1.267
H 4.967 0.530 0.389
H -2.317 4.829 1.365
K 0.614 -0.884 -1.118
H 4.920 3.379 -0.227
H -3.400 1.386 -0.365
C -1.005 0.770 3.880
H 2.853 -0.254 3.583
H 5.086 3.172 2.404
C 1.751 -2.716 -5.726
H 1.455 5.111 3.247
O -1.683 -0.243 -0.477
H 1.493 -1.031 4.411
C 0.386 5.012 3.034
H -3.589 -1.374 2.839
H 3.442 4.334 -0.126
H 4.418 -3.800 0.365
H -2.239 3.194 2.058
O 2.460 0.849 -1.399
N -1.561 -1.528 1.488
C 2.551 -2.997 -3.373
C -0.742 -3.520 2.975
H 0.540 2.839 5.246
H 4.540 0.299 2.092
H -5.722 -0.350 3.628
C 3.239 0.429 -2.297
H -0.034 6.019 2.902
H 2.206 2.916 4.644
C 0.731 2.676 -3.204
C -2.072 -0.647 0.655
H 0.957 -2.464 -7.706
H 0.092 -5.162 -0.852
H -3.811 3.305 -2.333
H 1.489 -4.621 2.173
Si 0.037 4.059 1.451
H -0.897 -2.691 3.671
C 0.069 -3.052 1.779
H -1.640 1.653 3.745
H 3.357 -5.026 -0.335
Si 0.785 1.117 3.472
H 2.188 -3.070 -2.346
H 3.584 4.051 2.759
C 3.507 -4.379 0.537
H -1.052 0.483 4.940
C -5.767 1.127 2.067
H 2.743 -3.018 -6.040
O 2.368 -2.403 -0.101
H 1.694 1.578 5.691
C -0.683 -1.968 -4.785
C -3.934 1.030 0.507
H 3.898 2.466 3.505
C -3.548 -2.300 -1.298
C -3.373 -0.047 1.186
H 4.307 0.299 -1.991
H 1.324 1.973 -3.788
H -2.055 3.408 0.321
C -3.520 -3.113 -0.175
C -5.221 0.043 2.750
C 1.380 2.243 4.872
C 0.766 -2.411 -6.639
H 3.629 -5.014 1.418
H -1.446 4.098 -2.401
H 1.615 5.521 0.169
H 0.532 4.655 -0.930
H -0.230 -4.334 3.488
C -0.697 2.220 -3.131
C 1.779 -0.461 3.519
Sb -2.677 -1.455 -4.170
H 1.172 2.669 -2.203
N -0.972 0.957 -3.488
C 1.314 -3.750 1.551
H 2.998 -3.956 -3.656
C -1.706 3.088 -2.700
C 1.477 -2.627 -4.355
C 4.129 0.497 1.095
H 3.549 2.997 -1.304
H -2.591 -4.845 0.715
C 3.824 3.323 -0.301
O 2.958 0.132 -3.478
C -4.035 -0.536 2.316
H 3.484 -0.332 0.789
H -1.143 -6.394 -0.617
H -5.526 2.469 0.406
C -2.719 -2.629 -2.365
C -2.675 -4.214 -0.162
C 2.328 -3.414 0.651
C -3.015 2.648 -2.668
N -0.345 -2.063 1.048
H -4.143 -1.392 -1.311
H -4.121 -2.868 0.694
H 3.328 -2.229 -3.386
C -3.295 1.348 -3.064

No. 2
113
Properties=species:S:1:pos:R:3 method="wB97M-V/def2-TZVPD" orbital_gap_ev=6.58 e_lumo_ev=-2.7977 homo_energy_ev=-9.38 charge=+1
N 2.205 -1.306 0.556
H -5.782 1.928 -6.979
C -0.698 -1.142 10.136
C 3.780 -6.086 2.275
C 0.431 1.481 3.324
C -0.188 1.480 -4.198
H 6.818 -0.545 3.051
H 4.484 -5.268 2.102
H -5.922 -0.632 -5.283
H 2.554 4.723 -5.789
C 4.579 -0.790 1.981
O 1.868 2.730 -5.236
C 1.761 -0.585 -0.697
H 1.113 5.169 -0.557
H -3.930 0.063 8.221
H -4.389 -1.561 -6.099
O -6.160 0.997 -7.018
H -1.596 2.606 -1.706
H 0.995 4.156 -6.708
C -2.617 2.075 -1.964
S -0.032 -0.884 -1.243
H 2.462 4.203 -2.802
C 0.504 -1.159 4.468
C 3.426 -6.279 5.157
H -3.152 3.102 -3.958
C 4.646 -2.165 -0.463
H 0.930 -2.775 -2.651
P -4.113 3.014 -1.160
H -1.625 -1.110 10.706
N -3.922 0.424 -5.179
H -3.181 -2.000 -3.950
C 6.232 -0.957 2.102
H 8.301 -1.767 1.057
H -2.589 1.026 -1.434
H 1.350 1.691 1.030
O -5.233 0.094 -7.168
C -1.664 5.964 -3.333
H -2.151 -0.551 -5.933
O 1.640 -5.056 2.311
C 1.134 0.919 1.914
H 6.890 -2.838 -1.238
H -3.373 -0.746 9.671
O 2.519 -5.547 4.312
C -4.884 -0.531 -5.849
H -2.736 6.399 -3.515
O -4.987 3.815 -2.222
C 1.539 -0.694 1.769
H -3.812 1.212 -5.866
H -6.106 2.403 -0.220
O -3.592 4.181 0.034
H -1.297 5.405 -5.763
H 4.437 -4.504 5.855
H 0.251 0.482 -3.774
H 4.089 -2.606 -1.400
H 4.273 -6.889 2.820
H -0.201 -2.076 10.417
H 0.099 2.171 -6.465
H 0.179 2.639 3.398
C -2.806 1.357 9.504
O -5.219 1.919 -0.346
C -2.480 -0.053 -4.906
H -5.244 1.833 -4.159
H -2.549 -0.780 -2.659
H -0.119 -1.550 -4.563
H -1.869 2.179 -5.524
C 6.289 -2.297 -0.364
C 0.110 0.437 4.588
H -4.571 0.378 -3.043
H -4.273 4.935 0.013
C 0.645 4.773 -4.434
H -0.062 -0.298 10.414
H 3.480 -6.512 1.312
C -3.085 -0.011 8.914
C -0.158 -2.353 -2.398
H -1.960 1.332 10.196
O -1.964 -0.476 8.140
C -2.309 -1.218 -3.720
C -0.851 5.398 -4.678
H 3.636 -7.270 4.745
C 1.421 0.371 -5.999
H 4.061 -0.223 2.865
H -0.359 0.819 5.593
H 0.544 -0.341 -6.339
C -0.905 -2.056 -3.827
H 1.966 -0.034 -5.037
C 0.740 1.830 -5.545
H 0.316 -1.952 5.340
C -4.311 1.140 -3.905
C 1.380 4.685 -2.936
H 2.902 -6.443 6.104
H -2.548 2.069 8.714
O -0.080 -1.665 7.903
H -0.795 -3.186 -1.833
C 1.553 4.126 -5.680
H -1.526 6.233 -0.880
H -0.066 2.295 -3.349
C -0.903 -1.141 8.649
H -1.150 -3.111 -4.328
H -3.682 1.731 10.042
C -1.774 1.434 -4.606
C 4.686 -5.477 5.420
C -2.916 2.001 -3.575
C -0.937 5.861 -1.848
C 1.212 -1.680 3.055
C 0.578 5.245 -1.595
C 2.556 -5.552 2.960
H 5.237 -5.279 4.497
H 5.346 -6.012 6.109
H 2.219 0.531 -6.859
C 3.709 -1.394 0.688
S 2.689 0.489 -1.636
H 1.500 -2.837 3.035
C 7.139 -1.701 0.927

No. 3
110
Properties=species:S:1:pos:R:3 method="wB97M-V/def2-TZVPD" orbital_gap_ev="6.12 / 5.27" s_squared=2.043 e_lumo_ev="-1.7681 / -4.9103" homo_energy_ev="-7.89 / -10.19" multiplicity=3 charge=+1 e_above_lowest_kcal_mol=0.0
C 1.853 4.167 -0.844
C -4.375 -0.521 -2.525
H -2.077 -1.992 -5.402
H 0.040 0.338 -3.730
H -2.291 -3.247 2.988
H 5.309 -2.404 -3.002
C 3.596 -0.824 2.789
H 0.975 2.296 3.131
H -3.917 1.766 -3.829
C -1.379 -2.701 3.253
C 3.347 -1.897 -3.733
H -2.201 4.970 2.232
P -1.665 -0.901 -2.332
H -3.109 -0.586 -4.259
C 1.892 2.819 -0.472
H 0.426 1.445 4.574
H 0.098 3.814 1.354
H -1.488 -5.134 1.806
N 0.901 0.042 -1.840
H -3.140 -3.268 -3.560
C 3.920 2.580 -1.801
S -4.816 -0.475 2.059
H -4.004 1.821 -0.166
H -2.197 5.000 0.468
C -2.755 4.671 1.347
P -1.585 2.064 1.476
C -1.186 -2.322 -3.445
Ge 0.616 0.326 0.149
H -2.828 1.852 -2.453
C 4.892 1.001 1.128
C -0.255 0.287 -2.681
C 2.046 -0.456 -2.317
H -2.436 3.723 3.995
H 5.375 1.710 0.467
P -0.718 -2.126 1.625
C -3.088 -0.141 -3.263
C -1.186 2.069 3.283
C -2.984 1.373 -3.420
C 1.051 -1.798 2.043
H 0.261 -5.206 1.533
C 3.188 -0.282 -1.478
C -3.777 2.878 -0.041
C 4.407 -1.840 -2.809
N 0.924 2.189 0.300
H 4.720 1.941 -2.159
H -0.601 -1.072 -5.172
H 1.395 -3.597 -0.046
H 6.419 1.064 2.636
C 0.244 1.576 3.506
C 4.826 -0.283 3.144
H 0.433 0.624 3.012
C -1.089 -2.022 -4.942
H -3.172 3.210 -0.888
C -3.049 3.169 1.268
C 3.683 0.443 0.764
H -2.492 -0.862 3.636
H -2.197 -3.773 -2.158
H -3.699 5.218 1.345
H -0.197 -2.615 -3.084
N 3.037 0.697 -0.487
C -1.405 3.376 4.040
H -4.480 -1.601 -2.407
H -0.529 -2.812 -5.447
H 4.597 4.333 -2.842
H -0.886 -0.912 4.382
C -0.701 -4.977 1.070
H 1.065 4.813 -0.486
H -4.711 3.441 -0.076
C 5.472 0.640 2.337
H -0.750 4.170 3.675
C 2.185 -1.208 -3.513
C 4.333 -1.032 -1.688
H -0.989 -4.026 4.906
H 1.602 -2.746 2.064
H -0.633 1.273 -2.398
C 2.968 2.056 -0.947
H 2.767 5.743 -1.953
H 1.028 -1.435 3.079
H -0.851 -5.703 0.268
H -1.661 -3.438 -0.063
H -5.246 -0.155 -3.071
C -0.447 -3.620 4.051
N 1.720 -0.848 1.171
H -1.159 3.217 5.092
H -0.055 -4.457 3.481
Pd -1.635 -0.141 0.775
H 5.279 -0.587 4.079
H 3.449 -2.507 -4.620
H 0.324 -4.171 -1.323
H -0.661 3.493 -0.203
H -2.200 -1.866 5.062
C 2.984 -0.441 1.594
H -1.880 1.322 3.682
H 5.169 -0.939 -1.007
H 0.456 -2.440 -0.985
C 0.431 -3.429 -0.529
C 2.825 4.696 -1.683
H 1.359 -1.292 -4.203
H 0.398 -3.055 4.451
C -3.547 -0.428 1.157
H -3.699 2.877 2.101
C -0.214 3.010 0.678
C -0.715 -3.573 0.471
H -1.793 -4.377 -3.770
H -4.383 -0.091 -1.521
C 3.852 3.913 -2.182
C -1.768 -1.508 4.126
C -2.132 -3.502 -3.212
H -2.178 1.673 -4.091
H 3.125 -1.531 3.456